# 1
DFT (wB97M-V/def2-TZVPD) results for C37H37CoFN6O5S as an isolated structure.

Geometry as ORCA input:
```
! RIJCOSX wB97M-V def2-TZVPD def2/J DEFGRID3
* xyz 0 4
Co 1.266 2.475 -0.504
O -1.912 3.209 1.679
S -1.242 4.230 0.901
O -2.047 5.373 0.531
N -0.497 3.591 -0.378
C -1.245 3.441 -1.534
C -2.615 3.548 -1.682
C -3.225 3.438 -2.947
C -2.508 3.214 -4.088
C -1.107 3.052 -3.981
C -0.268 2.793 -5.090
C 1.072 2.612 -4.912
C 1.591 2.662 -3.603
N 0.840 2.912 -2.559
C -0.493 3.135 -2.718
C 0.115 4.862 1.838
C 0.274 4.463 3.152
C 1.255 5.070 3.925
C 2.040 6.076 3.390
C 1.865 6.475 2.069
C 0.900 5.868 1.287
H -3.234 3.747 -0.822
H -4.301 3.552 -3.005
H -2.984 3.154 -5.058
H -0.708 2.744 -6.080
H 1.735 2.410 -5.741
H 2.639 2.471 -3.404
H -0.340 3.663 3.542
H 1.411 4.744 4.945
H 2.805 6.545 3.997
H 2.490 7.251 1.648
H 0.745 6.165 0.257
C 2.791 -4.928 -0.254
C 2.280 -4.387 -1.580
N 1.662 -3.071 -1.443
C 2.434 -1.967 -1.640
C 2.068 -0.679 -1.431
C 3.152 0.386 -1.693
O 4.127 0.006 -2.339
O 2.948 1.531 -1.202
C 0.721 -0.422 -0.997
O 0.194 0.680 -0.796
C -0.110 -1.627 -0.744
C -1.396 -1.427 -0.239
C -2.172 -2.507 0.064
F -3.392 -2.322 0.631
C -1.720 -3.814 -0.145
C -0.450 -4.012 -0.655
C 0.381 -2.919 -0.950
N -2.508 -4.962 0.193
C -2.186 -5.550 1.480
C -2.694 -6.977 1.526
N -4.181 -6.952 1.277
C -4.494 -6.307 -0.052
C -3.941 -4.896 -0.016
H 3.256 -5.904 -0.396
H 1.982 -5.032 0.471
H 3.533 -4.253 0.172
H 1.565 -5.068 -2.042
H 3.099 -4.274 -2.288
H 3.440 -2.144 -1.999
H -1.736 -0.415 -0.057
H -0.126 -5.029 -0.827
H -2.621 -4.973 2.315
H -1.107 -5.558 1.624
H -2.522 -7.461 2.486
H -2.260 -7.569 0.723
H -4.619 -6.387 2.010
H -4.580 -7.888 1.337
H -5.574 -6.331 -0.185
H -4.006 -6.910 -0.814
H -4.462 -4.325 0.766
H -4.155 -4.407 -0.965
C 3.723 3.787 0.991
C 2.954 2.878 1.899
C 3.236 2.514 3.196
C 2.220 1.593 3.576
C 1.391 1.448 2.482
C 0.183 0.571 2.378
N 1.824 2.247 1.458
H 4.131 4.637 1.541
H 3.083 4.200 0.201
H 4.544 3.269 0.489
H 4.059 2.873 3.796
H 2.106 1.089 4.524
H -0.037 0.150 3.362
H 0.339 -0.269 1.694
H -0.696 1.118 2.034
*
```

Frontier orbital gap (spin up / spin down) = 3.233 / 3.228 eV
Energy above the lowest of the compared OMol25 structures with the same formula, charge and spin = 0.0 kcal per mole
HOMO energy (spin up / spin down) = -5.198 / -5.193 eV
Lowest unoccupied orbital energy (spin up / spin down) = -1.96 / -1.96 eV

Here are the Mulliken charges for atoms 1 to 4, given in e: atom 1 (Co): 0.027, atom 2 (O): -0.770, atom 3 (S): 1.111, atom 4 (O): -0.712

***

# 2
DFT (wB97M-V/def2-TZVPD) results for C37H37CrF6N2O10PS3Te as an isolated structure.

Geometry as ORCA input:
```
! RIJCOSX wB97M-V def2-TZVPD def2/J DEFGRID3
* xyz -1 2
Cr 0.236 0.586 0.182
O 0.689 -2.105 -0.652
C 0.467 -2.163 -2.049
C -0.521 -1.007 -2.355
O -1.130 -1.032 -3.412
O -0.546 -0.079 -1.479
C -0.145 -3.498 -2.434
C -0.125 -3.937 -3.755
C -0.697 -5.150 -4.100
C -1.301 -5.941 -3.129
C -1.336 -5.502 -1.815
C -0.765 -4.283 -1.468
C 1.797 -1.895 -2.754
C 2.059 -0.696 -3.406
C 3.319 -0.446 -3.935
C 4.330 -1.387 -3.814
C 4.076 -2.590 -3.167
C 2.816 -2.840 -2.646
H 1.331 -2.782 -0.414
H 0.333 -3.314 -4.513
H -0.677 -5.479 -5.132
H -1.746 -6.891 -3.400
H -1.816 -6.104 -1.053
H -0.814 -3.928 -0.445
H 1.279 0.052 -3.499
H 3.509 0.498 -4.431
H 5.315 -1.184 -4.219
H 4.859 -3.332 -3.067
H 2.617 -3.789 -2.154
C 4.082 -5.400 2.012
C 3.254 -4.200 2.493
C 1.778 -4.554 2.291
C 3.532 -3.956 3.982
C 3.647 -2.939 1.724
C 5.003 -2.716 1.428
C 5.429 -1.596 0.749
C 4.473 -0.682 0.323
S 4.695 0.780 -0.579
C 2.985 1.014 -0.578
N 2.292 0.099 0.049
C 3.119 -0.879 0.598
C 2.711 -1.990 1.342
C 2.279 2.084 -1.238
C 2.882 3.012 -2.092
C 2.080 3.896 -2.783
C 0.693 3.823 -2.635
C 0.111 2.900 -1.783
C 0.900 2.028 -1.033
H 3.698 -6.315 2.468
H 5.134 -5.315 2.291
H 4.023 -5.510 0.926
H 1.542 -5.462 2.851
H 1.560 -4.752 1.235
H 1.110 -3.777 2.646
H 3.279 -4.844 4.569
H 2.947 -3.115 4.355
H 4.590 -3.729 4.143
H 5.744 -3.440 1.744
H 6.480 -1.441 0.540
H 1.663 -2.080 1.600
H 3.959 3.023 -2.227
H 2.520 4.626 -3.452
H 0.062 4.496 -3.204
H -0.967 2.842 -1.702
F -1.723 5.034 2.006
C -1.379 4.146 1.046
F -1.985 4.521 -0.082
F -0.054 4.256 0.884
S -1.884 2.442 1.666
O -1.470 1.570 0.466
O -3.343 2.592 1.702
N 0.187 1.796 4.300
S 0.982 0.669 3.350
O 0.960 1.335 1.979
O 1.184 -0.647 5.309
C 2.751 1.089 3.861
F 2.848 1.495 5.114
F 3.518 0.010 3.682
F 3.225 2.062 3.076
C -0.858 1.345 5.219
C -2.154 0.829 4.567
O -1.944 0.113 3.350
P -1.239 -1.275 3.014
O -0.568 -1.176 1.693
Te -0.023 -2.075 5.016
O -2.421 -2.346 2.897
C -3.524 -2.347 3.818
C -3.952 -3.775 4.051
H -0.407 0.602 5.870
H -1.134 2.207 5.832
H -0.121 2.517 3.653
H -2.803 1.652 4.271
H -2.689 0.205 5.288
H -4.326 -1.753 3.376
H -3.224 -1.877 4.758
H -4.155 -4.267 3.099
H -4.860 -3.802 4.657
H -3.171 -4.333 4.570
*
```

Frontier orbital gap = 7.174 eV
Energy above the lowest of the compared OMol25 structures with the same formula, charge and spin = 61.2 kcal per mole
HOMO energy = -5.175 eV
Lowest unoccupied orbital energy = 2.00 eV

Here are the Mulliken charges for atoms 1 to 4, given in e: atom 1 (Cr): 0.582, atom 2 (O): 0.548, atom 3 (C): 3.282, atom 4 (C): -1.074

***

# 3
DFT (wB97M-V/def2-TZVPD) results for C37H37N2O2S2Tl as an isolated structure in a non-equilibrium geometry.

Geometry as ORCA input:
```
! RIJCOSX wB97M-V def2-TZVPD def2/J DEFGRID3
* xyz 2 1
Tl 1.249 -0.579 -1.231
O 3.743 -0.294 -1.102
C 4.426 -0.533 -2.351
C 4.029 0.552 -3.445
C 2.539 0.934 -3.640
C 2.106 1.961 -2.606
C 2.405 3.305 -2.679
C 2.027 4.240 -1.711
C 1.256 3.692 -0.628
C 1.201 2.342 -0.517
N 1.546 1.523 -1.473
H 4.115 0.419 -0.610
H 4.058 -1.437 -2.694
H 5.482 -0.538 -2.192
H 4.234 0.065 -4.444
H 4.498 1.515 -3.268
H 1.825 0.087 -3.797
H 2.531 1.589 -4.524
H 2.832 3.645 -3.638
H 2.128 5.279 -1.842
H 0.860 4.251 0.201
H 0.871 1.876 0.404
C -2.397 3.742 0.869
C -3.430 3.486 -0.277
C -3.212 4.422 -1.464
C -4.859 3.780 0.243
C -3.447 2.113 -0.777
C -4.592 1.583 -1.450
C -4.649 0.225 -1.840
C -3.513 -0.509 -1.749
S -3.124 -2.129 -2.235
C -1.508 -1.936 -1.815
N -1.189 -0.769 -1.297
C -2.302 0.060 -1.254
C -2.285 1.347 -0.774
C -0.441 -2.986 -1.905
C -0.773 -4.328 -2.132
C 0.249 -5.285 -2.071
C 1.537 -4.969 -1.695
C 1.899 -3.683 -1.405
C 0.911 -2.679 -1.670
H -2.429 4.841 1.083
H -1.381 3.559 0.517
H -2.547 3.151 1.794
H -2.941 5.457 -1.179
H -4.198 4.521 -1.898
H -2.376 3.981 -2.036
H -4.756 4.772 0.684
H -5.251 3.010 0.860
H -5.541 4.035 -0.584
H -5.510 2.176 -1.642
H -5.519 -0.174 -2.385
H -1.393 1.781 -0.449
H -1.814 -4.565 -2.238
H -0.044 -6.300 -2.393
H 2.209 -5.772 -1.615
H 2.774 -3.236 -1.131
O 0.888 -0.302 1.059
S -0.105 -1.005 2.048
C 0.372 -0.349 3.620
C -0.543 -0.646 4.609
C -0.319 -0.223 5.932
C 0.932 0.345 6.195
C 1.847 0.652 5.145
C 1.554 0.355 3.819
C 0.494 -2.661 2.208
C 1.722 -3.039 2.771
C 2.005 -4.425 2.874
C 1.083 -5.352 2.487
C -0.107 -4.937 1.944
C -0.435 -3.581 1.771
H -1.427 -1.128 4.377
H -0.974 -0.381 6.776
H 1.258 0.517 7.238
H 2.731 1.256 5.365
H 2.259 0.719 3.073
H 2.450 -2.310 3.078
H 2.934 -4.792 3.281
H 1.317 -6.403 2.581
H -0.784 -5.719 1.598
H -1.278 -3.205 1.252
*
```

Frontier orbital gap = 7.725 eV
Energy above the lowest of the compared OMol25 structures with the same formula, charge and spin = 32.0 kcal per mole
HOMO energy = -13.349 eV
Lowest unoccupied orbital energy = -5.62 eV

Here are the Mulliken charges for atoms 1 to 4, given in e: atom 1 (Tl): 2.459, atom 2 (O): -0.516, atom 3 (C): -0.726, atom 4 (C): -0.455

***

# 4
DFT (wB97M-V/def2-TZVPD) results for a 2-piece molecular cluster, C37H37N4 overall in a non-equilibrium geometry.

Geometry as ORCA input:
```
! RIJCOSX wB97M-V def2-TZVPD def2/J DEFGRID3
* xyz 1 1
N 1.430 -6.244 2.916
C 1.812 -5.140 2.825
C 2.273 -3.784 2.695
C 2.264 -2.913 3.794
C 2.656 -1.590 3.648
C 3.069 -1.089 2.383
C 3.359 0.309 2.101
C 2.565 1.365 2.523
N 2.852 2.648 2.172
C 3.855 2.953 1.155
C 3.767 4.472 0.924
C 2.542 4.968 1.699
C 1.897 3.733 2.349
C 1.295 1.114 3.285
C 0.331 0.283 2.698
C -0.878 0.031 3.336
C -1.134 0.611 4.582
C -0.167 1.415 5.193
C 1.049 1.663 4.553
C 3.168 -2.010 1.316
C 2.739 -3.318 1.458
H 1.918 -3.287 4.760
H 2.615 -0.922 4.511
H 4.249 0.520 1.498
H 4.862 2.642 1.466
H 3.628 2.423 0.212
H 4.677 4.953 1.291
H 3.670 4.682 -0.145
H 2.841 5.673 2.481
H 1.819 5.461 1.044
H 0.941 3.500 1.842
H 1.661 3.905 3.408
H 0.548 -0.174 1.731
H -1.609 -0.611 2.845
H -2.092 0.431 5.069
H -0.356 1.861 6.171
H 1.821 2.266 5.040
H 3.529 -1.642 0.353
H 2.757 -3.995 0.603
C 1.274 -5.376 -3.736
N 0.314 -4.359 -4.111
C -0.056 -4.385 -5.510
C -0.238 -3.465 -3.188
C 0.354 -2.196 -2.969
C -0.203 -1.309 -2.066
C -1.380 -1.639 -1.342
C -2.052 -0.681 -0.512
C -2.116 0.676 -0.817
C -2.668 1.736 0.026
C -3.181 1.739 1.309
C -3.704 2.937 1.823
C -3.736 4.106 1.040
C -3.241 4.106 -0.277
C -2.697 2.920 -0.748
N -2.171 2.609 -2.016
C -2.082 3.497 -3.159
C -1.800 1.302 -2.056
C -1.918 -2.943 -1.515
C -1.387 -3.821 -2.438
H 1.495 -5.306 -2.665
H 0.879 -6.379 -3.963
H 2.206 -5.248 -4.309
H -0.795 -3.603 -5.719
H 0.832 -4.226 -6.143
H -0.480 -5.367 -5.776
H 1.246 -1.932 -3.544
H 0.252 -0.329 -1.924
H -2.671 -1.030 0.315
H -3.156 0.812 1.885
H -4.094 2.960 2.842
H -4.152 5.020 1.465
H -3.267 4.985 -0.920
H -2.463 4.481 -2.879
H -1.042 3.588 -3.502
H -2.667 3.104 -4.004
H -1.406 0.853 -2.963
H -2.796 -3.220 -0.929
H -1.840 -4.801 -2.610
*
```

Frontier orbital gap = 4.350 eV
Energy above the lowest of the compared OMol25 structures with the same formula, charge and spin = 12.1 kcal per mole
HOMO energy = -9.367 eV
Lowest unoccupied orbital energy = -5.02 eV

Here are the Mulliken charges for atoms 1 to 4, given in e: atom 1 (N): -0.524, atom 2 (C): -0.080, atom 3 (C): 0.542, atom 4 (C): -0.736

***

# 5
DFT (wB97M-V/def2-TZVPD) results for C37H37N6O2PtS as an isolated structure.

Geometry as ORCA input:
```
! RIJCOSX wB97M-V def2-TZVPD def2/J DEFGRID3
* xyz 1 1
Pt -1.169 0.754 0.156
C -2.302 0.702 4.312
C -0.951 0.507 3.621
C -0.464 1.823 3.011
N -0.014 1.675 1.626
C 1.203 1.962 1.354
C 2.256 2.247 2.330
C 3.097 3.292 2.274
C 3.121 4.313 1.261
C 2.673 4.186 -0.005
C 2.167 2.996 -0.642
C 1.606 1.924 -0.055
N 1.175 0.717 -0.722
C 0.887 -0.697 -2.769
C -0.284 -1.485 -2.202
C -1.669 -0.898 -2.429
N -2.208 -0.275 -1.227
C -3.529 -0.202 -1.125
C -4.392 -0.444 -2.216
C -5.750 -0.690 -2.254
C -6.659 -0.797 -1.212
C -6.387 -0.526 0.114
C -5.241 -0.027 0.717
C -3.978 0.273 0.182
N -3.039 0.943 0.857
C -3.458 1.538 2.126
C -3.462 0.562 3.325
H -2.331 1.693 4.779
H -2.433 -0.018 5.120
H -1.068 -0.228 2.821
H -0.195 0.102 4.293
H 0.310 2.293 3.617
H -1.267 2.549 2.973
H 2.324 1.552 3.160
H 3.793 3.409 3.096
H 3.607 5.243 1.529
H 2.819 5.029 -0.669
H 2.232 3.022 -1.719
H 1.797 -1.294 -2.686
H 0.734 -0.532 -3.840
H -0.172 -1.661 -1.132
H -0.230 -2.472 -2.668
H -2.346 -1.713 -2.696
H -1.663 -0.197 -3.270
H -3.912 -0.434 -3.184
H -6.148 -0.853 -3.249
H -7.667 -1.102 -1.461
H -7.210 -0.689 0.802
H -5.349 0.131 1.779
H -4.464 1.930 1.966
H -2.856 2.419 2.307
H -3.439 -0.454 2.921
H -4.408 0.662 3.862
O 0.247 -2.616 2.388
S 1.521 -2.148 1.945
O 2.441 -1.502 2.839
N 1.123 -0.989 0.803
C 1.841 -0.439 -0.084
C 3.219 -0.774 -0.406
C 4.001 -0.285 -1.380
C 3.714 0.613 -2.469
C 2.519 1.100 -2.851
C 2.467 1.972 -4.013
C 1.327 2.573 -4.367
C 0.140 2.377 -3.537
N 0.068 1.585 -2.549
C 1.183 0.721 -2.214
C 2.325 -3.496 1.146
C 3.684 -3.702 1.338
C 4.295 -4.773 0.705
C 3.549 -5.614 -0.111
C 2.187 -5.403 -0.286
C 1.563 -4.342 0.351
H 3.663 -1.494 0.264
H 5.021 -0.653 -1.381
H 4.577 0.891 -3.063
H 3.390 2.142 -4.554
H 1.266 3.240 -5.215
H -0.742 2.973 -3.758
H 4.240 -3.046 1.995
H 5.350 -4.957 0.857
H 4.030 -6.450 -0.603
H 1.609 -6.075 -0.904
H 0.497 -4.182 0.255
*
```

Frontier orbital gap = 5.378 eV
Energy above the lowest of the compared OMol25 structures with the same formula, charge and spin = 70.6 kcal per mole
HOMO energy = -9.428 eV
Lowest unoccupied orbital energy = -4.05 eV

Here are the Mulliken charges for atoms 1 to 4, given in e: atom 1 (Pt): 1.379, atom 2 (C): -1.693, atom 3 (C): 0.136, atom 4 (C): -1.153